A molecular structure, C26H28AsF3N4O4ReS2, computed with wB97M-V/def2-TZVPD.

```
! RIJCOSX wB97M-V def2-TZVPD def2/J DEFGRID3
* xyz 0 2
Re -0.250 -1.488 -1.366
O -3.935 -0.391 -0.062
C -2.942 -0.973 -0.430
O -1.870 -0.389 -0.930
C -2.800 -2.474 -0.324
C -3.707 -3.391 0.174
C -3.328 -4.728 0.217
C -2.064 -5.122 -0.213
C -1.214 -4.148 -0.693
N -1.616 -2.888 -0.747
C 0.216 -4.311 -1.155
O 0.782 -5.362 -1.187
O 0.788 -3.133 -1.487
H -4.673 -3.057 0.527
H -4.018 -5.468 0.598
H -1.739 -6.152 -0.168
C 0.065 2.471 -2.137
C 1.351 1.917 -1.533
As 1.615 0.069 -2.068
C 3.298 -0.511 -1.276
C 4.374 0.560 -1.140
C 1.865 0.141 -3.999
C 2.919 1.116 -4.503
H -0.121 3.478 -1.764
H -0.792 1.858 -1.849
H 0.114 2.512 -3.228
H 1.290 1.919 -0.444
H 2.227 2.494 -1.832
H 3.634 -1.358 -1.876
H 3.016 -0.906 -0.300
H 4.659 0.985 -2.102
H 5.271 0.137 -0.685
H 4.037 1.376 -0.500
H 0.881 0.374 -4.407
H 2.080 -0.884 -4.309
H 2.742 2.128 -4.134
H 2.901 1.160 -5.593
H 3.923 0.818 -4.203
F 3.446 0.067 7.295
C 2.128 -0.212 7.191
F 1.917 -1.323 7.930
F 1.464 0.792 7.788
C 1.714 -0.410 5.765
C 2.325 -1.420 5.031
C 1.965 -1.629 3.714
C 0.987 -0.827 3.113
C 0.382 0.186 3.859
C 0.747 0.392 5.180
C 0.613 -1.041 1.750
C 0.291 -1.207 0.587
H 3.081 -2.042 5.493
H 2.435 -2.414 3.137
H -0.371 0.810 3.394
H 0.276 1.179 5.753
S -2.036 -1.218 -5.827
C -1.409 -1.394 -4.368
N -0.938 -1.533 -3.288
S -0.884 2.418 1.201
C -2.156 3.146 0.410
N -2.207 4.454 0.028
C -3.547 4.819 -0.417
C -4.114 3.446 -0.801
N -3.296 2.558 0.010
H -1.589 5.100 0.489
H -3.518 5.502 -1.264
H -4.127 5.278 0.388
H -3.981 3.245 -1.868
H -5.171 3.354 -0.560
H -3.403 1.550 0.018
*
```

Output
<S²>: 0.755
HOMO level (spin up / spin down): -7.86 / -7.68 eV
ΔE to the lowest compared entry with this formula, charge and spin: 1.219 eV
Orbital gap (spin up / spin down): 0.2115 / 0.2179 hartree